# 1
Here is a single C2H5IN2S molecule from the OMol25 dataset. Energies are from the ωB97M-V functional and the def2-TZVPD basis.

Positions of all 11 atoms, in Å:
C 0.297 1.146 -0.429
C 0.025 -0.288 -0.066
S -1.538 -1.158 -0.452
I -3.205 0.505 0.020
N 0.349 -0.894 1.208
N 1.026 -1.329 -0.025
H 1.240 1.558 0.096
H -0.497 1.777 -0.127
H 0.419 1.400 -1.592
H 1.056 -0.374 1.680
H 0.828 -2.344 -0.313

**Net charge**: 0
**SMILES**: CC1(SI)NN1
**Gap between HOMO and LUMO**: 8.124 eV
**Max |F|**: 3.2 eV Å⁻¹
**Energy relative to the best compared isomer or geometry (same formula, charge and spin)**: 24.4 kcal per mole
**Multiplicity**: 1

---

# 2
Here is a single C2H4FIO molecule from the OMol25 dataset. Energies are from the ωB97M-V functional and the def2-TZVPD basis.

Positions of all 9 atoms, in Å:
C -1.014 -0.672 0.348
C 0.587 0.820 -0.500
O -0.414 -0.008 -0.814
F 0.206 1.636 0.500
I 2.602 -0.468 0.060
H -1.231 0.086 1.000
H -0.155 -1.270 0.757
H -1.592 -1.544 0.042
H 1.011 1.419 -1.394

**Net charge**: 0
**Gap between HOMO and LUMO (spin up / spin down)**: 7.021 / 6.496 eV
**<S²>**: 2.006
**Max |F|**: 5.0 eV Å⁻¹
**Energy relative to the best compared isomer or geometry (same formula, charge and spin)**: 0.0 kcal per mole
**Multiplicity**: 3

---

# 3
Here is a single CH3F2O2P molecule from the OMol25 dataset. Energies are from the ωB97M-V functional and the def2-TZVPD basis.

Positions of all 9 atoms, in Å:
C -1.103 -0.375 -0.202
O -0.885 1.057 -0.297
O -0.038 -0.897 0.475
F 1.649 1.211 0.527
F 2.705 -0.747 0.084
P 1.520 0.077 -0.585
H -1.891 -0.738 0.496
H -1.319 -0.844 -1.139
H -0.639 1.255 0.641

**Net charge**: 0
**Gap between HOMO and LUMO (spin up / spin down)**: 7.018 / 7.955 eV
**<S²>**: 2.005
**Max |F|**: 3.3 eV Å⁻¹
**Energy relative to the best compared isomer or geometry (same formula, charge and spin)**: 45.4 kcal per mole
**Multiplicity**: 3

---

# 4
Here is a single C2H4N2O2 molecule from the OMol25 dataset. Energies are from the ωB97M-V functional and the def2-TZVPD basis.

Positions of all 10 atoms, in Å:
N -0.460 1.643 0.524
C -0.632 0.340 0.130
O -1.717 -0.167 -0.066
N 0.568 -0.352 -0.072
C 0.596 -1.657 -0.534
O 1.626 -2.237 -0.782
H 0.368 1.920 1.030
H -1.315 2.106 0.793
H 1.463 0.116 -0.014
H -0.412 -2.081 -0.642

**Net charge**: 0
**SMILES**: NC(=O)NC=O
**Gap between HOMO and LUMO**: 10.862 eV
**Max |F|**: 0.5 eV Å⁻¹
**Energy relative to the best compared isomer or geometry (same formula, charge and spin)**: 4.3 kcal per mole
**Multiplicity**: 1

---

# 5
Here is a single C2H3N3O molecule from the OMol25 dataset. Energies are from the ωB97M-V functional and the def2-TZVPD basis.

Positions of all 9 atoms, in Å:
C 1.542 -1.256 0.332
C 0.392 -0.402 0.149
N -0.775 -0.464 0.703
N -1.475 0.584 0.157
N -0.758 1.240 -0.629
O 0.477 0.590 -0.682
H 2.082 -1.105 1.310
H 1.249 -2.239 0.059
H 2.307 -0.940 -0.413

**Net charge**: 0
**SMILES**: Cc1nnno1
**Gap between HOMO and LUMO**: 12.260 eV
**Max |F|**: 2.7 eV Å⁻¹
**Energy relative to the best compared isomer or geometry (same formula, charge and spin)**: 53.3 kcal per mole
**Multiplicity**: 1

---

# 6
Here is a molecular structure, C4H18B3CdO2 from the OMol25 dataset. Energies are from the ωB97M-V functional and the def2-TZVPD basis.

Positions of all 28 atoms, in Å:
Cd -0.407 -1.263 -1.138
B -2.454 -1.188 -1.784
H -2.157 -2.219 -2.162
H -3.556 -1.048 -2.111
H -2.350 -1.055 -0.661
H -1.773 -0.495 -2.358
B 0.700 0.051 -2.348
H 1.242 -0.359 -1.443
H 1.424 0.632 -3.039
H 0.300 -0.823 -2.954
H -0.193 0.681 -2.038
B 0.380 -3.153 -0.711
H -0.747 -3.096 -0.596
H 0.816 -2.426 0.046
H 0.695 -4.254 -0.567
H 0.628 -2.695 -1.715
O -0.264 -0.317 0.957
C 0.216 0.594 1.563
O 1.533 0.771 1.627
C 1.845 1.935 2.363
C 0.625 2.871 2.165
C -0.503 1.809 2.172
H 2.834 2.320 2.127
H 1.878 1.692 3.431
H 0.635 3.566 1.327
H 0.715 3.540 3.027
H -1.323 2.214 1.589
H -0.739 1.716 3.231

**Net charge**: -1
**Gap between HOMO and LUMO**: 7.896 eV
**Max |F|**: 3.3 eV Å⁻¹
**Energy relative to the best compared isomer or geometry (same formula, charge and spin)**: 46.9 kcal per mole
**Multiplicity**: 1

---

# 7
Here is a molecular structure, C32H51AlF7O25S from the OMol25 dataset. Energies are from the ωB97M-V functional and the def2-TZVPD basis.

Positions of all 117 atoms, in Å:
O -3.815 -3.071 2.584
C -4.360 -2.015 2.164
O -4.628 -1.021 3.186
C -4.782 -1.798 0.619
Al -4.769 0.240 0.211
C -2.839 0.900 -0.124
C -2.256 1.267 -1.509
C -0.794 1.806 -1.695
C 0.131 1.992 -0.471
C -0.433 1.581 0.928
C -1.877 1.049 1.102
S -6.170 0.807 -1.521
O -6.771 -0.512 -2.022
O -5.448 1.402 -2.730
C -7.633 1.896 -1.071
F -8.737 1.039 -0.784
F -7.970 2.687 -2.198
C -7.416 2.891 0.170
F -8.547 3.785 0.158
F -7.531 2.191 1.413
C -6.113 3.829 0.086
F -6.534 5.142 0.484
F -5.086 3.483 0.990
F -5.575 3.973 -1.200
H -4.054 -0.231 3.020
H -5.891 -2.128 0.576
H -4.125 -2.393 -0.099
H -5.200 0.931 1.597
H -2.869 1.160 -2.460
H -0.369 2.106 -2.716
H 1.189 2.419 -0.613
H 0.273 1.720 1.822
H -2.229 0.765 2.148
C 2.740 -0.176 4.563
O 1.396 -0.226 4.091
C 0.542 -0.851 4.919
O 0.823 -1.349 5.985
O -0.674 -0.824 4.356
C -1.695 -1.457 5.128
H 3.336 0.349 3.816
H 2.798 0.378 5.502
H 3.146 -1.183 4.682
H -1.818 -0.955 6.091
H -1.474 -2.517 5.270
H -2.630 -1.373 4.573
C -0.019 -2.828 1.389
O 0.109 -2.263 0.085
C 0.841 -2.994 -0.767
O 1.378 -4.049 -0.521
O 0.875 -2.347 -1.944
C 1.625 -3.011 -2.957
H -0.630 -2.152 1.988
H -0.522 -3.796 1.342
H 0.960 -2.923 1.866
H 1.190 -3.987 -3.182
H 2.671 -3.112 -2.659
H 1.582 -2.400 -3.861
C 6.001 -5.374 -2.135
O 6.724 -5.176 -3.350
C 6.208 -4.228 -4.149
O 5.222 -3.568 -3.917
O 6.980 -4.146 -5.249
C 6.549 -3.171 -6.197
H 6.506 -6.159 -1.571
H 6.000 -4.462 -1.534
H 4.979 -5.700 -2.343
H 6.570 -2.172 -5.757
H 5.549 -3.410 -6.566
H 7.242 -3.192 -7.039
C 3.845 -0.801 -5.508
O 3.790 -0.086 -6.743
C 2.594 -0.134 -7.354
O 1.615 -0.711 -6.950
O 2.679 0.573 -8.494
C 1.471 0.608 -9.252
H 4.851 -0.696 -5.103
H 3.139 -0.380 -4.788
H 3.648 -1.863 -5.668
H 0.671 1.083 -8.680
H 1.180 -0.399 -9.560
H 1.656 1.203 -10.146
C 2.894 4.599 5.525
O 2.908 3.881 4.293
C 3.499 4.536 3.280
O 3.995 5.634 3.338
O 3.442 3.752 2.191
C 4.036 4.323 1.027
H 2.394 3.976 6.268
H 3.912 4.796 5.869
H 2.334 5.531 5.422
H 5.100 4.509 1.189
H 3.522 5.243 0.743
H 3.931 3.604 0.213
C -0.992 2.937 -6.689
O -2.322 2.898 -7.199
C -3.203 2.279 -6.390
O -2.951 1.783 -5.321
O -4.407 2.311 -6.982
C -5.447 1.684 -6.228
H -0.370 3.456 -7.419
H -0.955 3.490 -5.748
H -0.599 1.925 -6.557
H -5.586 2.188 -5.270
H -5.229 0.625 -6.079
H -6.372 1.769 -6.800
C 2.579 -0.942 12.161
O 2.541 -1.876 11.085
C 1.455 -1.766 10.298
O 0.558 -0.970 10.437
O 1.544 -2.695 9.335
C 0.448 -2.696 8.416
H 3.494 -1.121 12.726
H 2.602 0.083 11.781
H 1.726 -1.087 12.828
H 0.387 -1.747 7.890
H -0.489 -2.912 8.935
H 0.626 -3.484 7.684

**Net charge**: -1
**Gap between HOMO and LUMO**: 7.578 eV
**Max |F|**: 6.9 eV Å⁻¹
**Multiplicity**: 1

---

# 8
Here is a molecular structure, C24H40N6OS3ScSi3 from the OMol25 dataset. Energies are from the ωB97M-V functional and the def2-TZVPD basis.

Positions of all 78 atoms, in Å:
Sc 0.308 -1.008 -0.871
C 3.714 -2.912 4.800
C 2.495 -2.079 4.438
N 2.827 -1.104 3.420
C 2.015 -0.752 2.381
S 2.954 0.223 1.252
N 0.814 -1.229 2.443
N -0.081 -1.104 1.409
C -1.297 -1.334 1.777
C -1.684 -1.598 3.200
C -2.362 -1.386 0.749
C -3.645 -1.805 1.074
C -4.612 -1.855 0.083
C -4.279 -1.468 -1.199
C -2.973 -1.076 -1.448
N -2.036 -1.045 -0.506
H 3.470 -3.620 5.593
H 4.532 -2.282 5.158
H 4.069 -3.469 3.933
H 2.097 -1.582 5.330
H 1.697 -2.704 4.041
H 3.717 -0.640 3.466
H -0.915 -1.238 3.875
H -1.797 -2.674 3.356
H -2.632 -1.117 3.435
H -3.884 -2.117 2.078
H -5.610 -2.203 0.315
H -4.993 -1.495 -2.010
H -2.649 -0.818 -2.448
C 2.982 -2.272 -1.887
O 2.069 -1.420 -1.276
Si 2.049 1.711 -0.196
C 2.642 3.276 0.677
C 3.347 1.463 -1.528
C 0.304 1.494 -0.626
Si -0.757 2.367 0.640
C -0.677 4.259 0.512
C -0.278 2.003 2.436
C -2.627 2.091 0.577
Si 0.014 2.186 -2.334
C 0.689 1.097 -3.718
C -1.821 2.415 -2.698
C 0.780 3.894 -2.641
H 4.007 -1.905 -1.746
H 2.777 -2.349 -2.961
H 2.909 -3.279 -1.462
H 3.688 3.132 0.955
H 2.082 3.518 1.579
H 2.585 4.134 0.000
H 4.333 1.506 -1.057
H 3.301 2.273 -2.259
H 3.252 0.509 -2.038
H 0.336 4.659 0.549
H -1.237 4.683 1.352
H -1.148 4.621 -0.404
H 0.795 1.941 2.621
H -0.722 1.074 2.795
H -0.676 2.817 3.050
H -3.088 2.726 -0.182
H -3.039 2.390 1.546
H -2.940 1.070 0.383
H -0.079 0.424 -4.105
H 1.542 0.481 -3.434
H 1.007 1.739 -4.546
H -2.414 1.548 -2.399
H -1.949 2.554 -3.776
H -2.237 3.293 -2.199
H 1.871 3.875 -2.604
H 0.436 4.648 -1.932
H 0.499 4.225 -3.646
S -0.254 -3.604 -0.648
C -0.909 -3.432 -2.234
S -0.416 -2.058 -3.178
C -1.846 -4.329 -2.732
C -2.306 -5.433 -1.958
N -2.704 -6.335 -1.358
C -2.453 -4.153 -4.008
N -2.977 -4.036 -5.029

**Net charge**: -1
**Gap between HOMO and LUMO**: 6.560 eV
**Max |F|**: 0.5 eV Å⁻¹
**Energy relative to the best compared isomer or geometry (same formula, charge and spin)**: 35.9 kcal per mole
**Multiplicity**: 1

---

# 9
Here is a single C5H6S3 molecule from the OMol25 dataset. Energies are from the ωB97M-V functional and the def2-TZVPD basis.

Positions of all 14 atoms, in Å:
C 0.751 -0.455 -0.060
C 0.282 0.346 1.146
C -1.008 1.003 0.598
C -0.264 -0.078 -1.160
C -1.555 -0.057 -0.407
H 2.671 -1.668 -1.080
H 0.647 -1.481 0.224
H 1.048 1.087 1.547
H 0.086 -0.290 2.010
H -1.492 1.482 1.461
H -0.343 -0.550 -2.145
S 2.581 -0.364 -0.618
S -0.413 1.787 -0.980
S -2.991 -0.764 -0.537

**Net charge**: 0
**Gap between HOMO and LUMO**: 8.711 eV
**Max |F|**: 2.0 eV Å⁻¹
**Energy relative to the best compared isomer or geometry (same formula, charge and spin)**: 38.5 kcal per mole
**Multiplicity**: 1

---

# 10
Here is a molecular structure, C8H16N2S2 from the OMol25 dataset. Energies are from the ωB97M-V functional and the def2-TZVPD basis.

Positions of all 28 atoms, in Å:
C -1.692 -0.851 0.788
N -0.401 -0.074 0.732
C 0.862 -0.899 0.776
C -0.371 1.266 0.780
H -1.424 -1.909 0.760
H -2.168 -0.635 1.747
H -2.356 -0.614 -0.065
H 0.551 -1.949 0.760
H 1.519 -0.699 -0.087
H 1.360 -0.696 1.726
H 0.579 1.738 0.482
H -1.321 1.774 0.503
C -0.788 7.304 4.532
C -1.226 6.310 5.634
C -0.867 4.899 5.091
N -0.552 5.115 3.701
C -0.432 4.105 2.778
S -0.412 2.339 2.735
S -0.225 4.497 1.175
C -0.704 6.480 3.226
H -1.523 8.163 4.434
H 0.212 7.720 4.755
H -0.709 6.535 6.608
H -2.306 6.385 5.793
H 0.021 4.488 5.578
H -1.693 4.182 5.227
H -1.618 6.581 2.638
H 0.153 6.811 2.623

**Net charge**: 0
**Gap between HOMO and LUMO**: 7.408 eV
**Max |F|**: 3.2 eV Å⁻¹
**Energy relative to the best compared isomer or geometry (same formula, charge and spin)**: 58.9 kcal per mole
**Multiplicity**: 1

---

# 11
Here is 2 unconnected molecules or ions with the total composition C60H68F6N5 from the OMol25 dataset. Energies are from the ωB97M-V functional and the def2-TZVPD basis.

Positions of all 139 atoms, in Å:
C -3.720 -3.946 2.679
C -3.644 -2.421 2.601
C -4.137 -1.805 3.917
C -4.436 -1.965 1.388
C -5.815 -1.794 1.549
C -6.651 -1.688 0.436
C -6.103 -1.782 -0.843
C -4.727 -1.962 -1.024
C -4.277 -2.182 -2.468
C -4.256 -0.859 -3.234
C -5.107 -3.265 -3.172
C -3.847 -1.921 0.090
N -2.434 -2.209 -0.121
N -2.230 -3.444 -0.659
N -0.897 -3.637 -0.635
C -0.298 -4.686 -1.399
C 0.565 -4.362 -2.470
C 0.555 -2.969 -3.117
C -0.652 -2.835 -4.041
C 1.889 -2.616 -3.771
C 1.333 -5.388 -3.016
C 1.148 -6.706 -2.596
C 0.188 -7.011 -1.639
C -0.579 -6.008 -1.048
C -1.634 -6.418 -0.014
C -0.947 -7.009 1.216
C -2.633 -7.397 -0.632
C -0.242 -2.569 -0.070
C 1.199 -2.592 0.016
C 1.940 -3.711 0.452
C 3.323 -3.679 0.500
C 4.068 -4.925 0.904
F 5.310 -4.986 0.333
F 4.232 -5.014 2.266
F 3.386 -6.055 0.516
C 4.029 -2.520 0.209
C 3.320 -1.437 -0.293
C 4.028 -0.196 -0.733
F 3.061 0.726 -1.073
F 4.820 0.377 0.233
F 4.797 -0.345 -1.856
C 1.937 -1.477 -0.408
C -1.177 -1.592 0.205
C -0.826 -0.291 0.611
H -3.410 -4.412 1.736
H -3.089 -4.345 3.480
H -4.757 -4.257 2.873
H -2.604 -2.112 2.447
H -4.235 -0.717 3.828
H -5.105 -2.224 4.224
H -3.415 -2.019 4.714
H -6.261 -1.786 2.554
H -7.728 -1.540 0.569
H -6.775 -1.729 -1.711
H -3.256 -2.560 -2.410
H -3.648 -0.130 -2.683
H -3.826 -0.982 -4.236
H -5.268 -0.444 -3.335
H -5.088 -4.183 -2.573
H -6.154 -2.959 -3.299
H -4.697 -3.503 -4.163
H 0.417 -2.233 -2.319
H -1.562 -3.159 -3.521
H -0.797 -1.797 -4.362
H -0.531 -3.478 -4.922
H 2.703 -2.732 -3.045
H 2.096 -3.258 -4.634
H 1.892 -1.572 -4.107
H 2.060 -5.160 -3.802
H 1.739 -7.505 -3.046
H 0.021 -8.040 -1.316
H -2.184 -5.514 0.272
H -0.184 -6.325 1.606
H -1.666 -7.207 2.019
H -0.448 -7.949 0.954
H -3.105 -6.939 -1.508
H -2.126 -8.312 -0.959
H -3.415 -7.662 0.088
H 1.415 -4.608 0.759
H 5.099 -2.463 0.340
H 1.392 -0.638 -0.818
H 0.172 -0.182 1.020
H -1.566 0.495 0.545
C 3.459 2.743 -4.726
C 2.673 3.954 -5.181
N 1.872 4.508 -4.110
C 0.792 5.337 -4.599
C -0.284 5.554 -3.560
C 0.367 6.023 -2.267
C 1.402 5.059 -1.804
C 2.193 4.406 -2.793
C 3.274 3.576 -2.379
C 3.306 3.187 -1.057
C 2.312 3.563 -0.085
C 2.124 2.898 1.170
C 1.856 3.643 2.392
C 2.801 3.802 3.456
C 2.617 4.692 4.507
C 1.397 5.424 4.586
N 1.095 6.146 5.709
C 1.843 5.951 6.936
C 3.330 5.901 6.633
C 3.676 4.877 5.559
C -0.251 6.634 5.925
C -0.792 7.240 4.648
C -0.752 6.217 3.514
C 0.456 5.335 3.523
C 0.653 4.390 2.525
C 1.555 4.713 -0.472
C 4.206 3.046 -3.432
H 2.759 1.918 -4.556
H 4.142 2.449 -5.527
H 3.352 4.744 -5.550
H 1.985 3.696 -6.003
H 1.220 6.312 -4.890
H 0.387 4.856 -5.502
H -0.984 6.306 -3.925
H -0.836 4.623 -3.394
H 0.846 6.994 -2.451
H -0.373 6.151 -1.479
H 4.119 2.557 -0.717
H 2.343 1.831 1.230
H 3.743 3.258 3.392
H 1.600 6.798 7.592
H 1.518 5.035 7.472
H 3.651 6.890 6.293
H 3.861 5.698 7.563
H 3.888 3.904 6.020
H 4.617 5.198 5.097
H -0.926 5.828 6.271
H -0.200 7.373 6.731
H -1.815 7.575 4.825
H -0.203 8.122 4.373
H -1.636 5.570 3.576
H -0.827 6.744 2.555
H -0.120 4.240 1.770
H 1.045 5.294 0.294
H 4.708 2.141 -3.084
H 4.991 3.786 -3.641

**Net charge**: +1
**Gap between HOMO and LUMO**: 3.894 eV
**Max |F|**: 3.2 eV Å⁻¹
**Energy relative to the best compared isomer or geometry (same formula, charge and spin)**: 4.5 kcal per mole
**Multiplicity**: 1

---

# 12
Here is a single C4H9NO molecule from the OMol25 dataset. Energies are from the ωB97M-V functional and the def2-TZVPD basis.

Positions of all 15 atoms, in Å:
C -1.686 0.503 0.383
C -0.852 -0.120 -0.716
N 0.328 0.625 -1.155
C 0.512 -0.659 -0.477
C 1.207 -0.531 0.870
O 2.276 0.384 0.800
H -1.775 -0.158 1.252
H -1.230 1.441 0.711
H -2.697 0.721 0.025
H -1.421 -0.625 -1.497
H 0.485 0.540 -2.155
H 0.819 -1.498 -1.100
H 1.620 -1.499 1.176
H 0.478 -0.231 1.640
H 1.938 1.106 0.244

**Net charge**: 0
**SMILES**: C[C@H]1N[C@H]1CO
**Gap between HOMO and LUMO**: 10.865 eV
**Max |F|**: 0.4 eV Å⁻¹
**Energy relative to the best compared isomer or geometry (same formula, charge and spin)**: 46.0 kcal per mole
**Multiplicity**: 1